Record 1
# C24H41F2N6O9

A cluster of 3 separate species, C24H41F2N6O9 in total (wB97M-V/def2-TZVPD, OMol25).

The value obtained for the energy is -2143.61387 hartree. For the molar mass, the calculation gives 595.62 g mol⁻¹. For the HOMO-LUMO gap, the calculation gives 5.05 eV. Its total charge is +1. For the LUMO energy, the calculation gives -0.2084 hartree.

Last column: Mulliken charge in e.
Geometry (Å):
C 1.31 -4.19 4.93  -0.8296
C 2.16 -4.13 3.50  -0.2840
O 1.32 -3.89 2.32  -0.3233
C 0.76 -2.54 2.50  -0.9004
C 0.19 -1.90 1.08  0.4723
C 1.16 -0.68 0.46  -0.2352
F 2.41 -0.28 1.18  -0.2937
C 0.70 0.04 -0.96  0.7946
C 1.69 1.19 -1.57  0.1400
O 3.03 0.95 -1.47  -0.4969
O 1.30 2.43 -2.26  -0.2500
C 0.81 2.18 -3.63  0.2955
O 1.32 1.16 -4.33  -0.4298
N -0.22 3.19 -4.17  -0.0795
C -1.49 2.50 -4.60  0.5553
O -2.61 3.26 -4.62  -0.4469
F -1.61 1.07 -4.98  -0.2182
C -0.71 -0.49 -1.60  -0.2876
C -1.62 -1.72 -0.91  -0.2780
O -2.80 -2.10 -1.66  -0.2973
C -4.08 -1.80 -1.07  -0.6324
C -4.25 -0.45 -0.17  0.2933
C -3.79 -0.64 1.43  -1.0720
C -3.70 0.94 -0.84  -0.8624
C -2.74 1.85 0.14  1.1467
C -3.53 2.74 1.26  -1.2072
C -1.96 2.93 -0.87  -0.5046
N -1.10 -2.38 0.39  0.7338
C -1.92 -3.52 0.94  -0.2049
C -1.71 -4.78 -0.14  -0.2901
C -3.11 -5.51 -0.57  -0.5918
O -3.48 -5.09 -1.94  -0.3134
C -2.79 -5.90 -2.95  -0.6537
H 1.86 -4.80 5.76  0.3465
H 0.23 -4.67 4.76  0.2243
H 1.21 -3.08 5.33  0.2218
H 3.01 -3.30 3.62  0.3040
H 2.72 -5.18 3.43  0.3194
H 1.52 -1.81 3.03  0.5198
H -0.19 -2.57 3.22  0.2883
H 0.21 3.73 -4.96  0.3858
H -1.08 0.00 -2.62  0.3918
H -4.54 -2.70 -0.44  0.1890
H -4.85 -1.68 -1.97  0.3695
H -5.43 -0.29 -0.08  0.4639
H -4.36 0.20 2.06  0.3860
H -4.23 -1.67 1.86  0.3133
H -2.63 -0.60 1.58  0.0514
H -3.21 0.69 -1.90  0.1558
H -4.63 1.64 -1.11  0.3114
H -1.86 1.17 0.58  -0.2199
H -3.55 3.89 1.08  0.3526
H -4.63 2.34 1.45  0.2423
H -2.96 2.55 2.30  0.2753
H -2.17 4.04 -0.61  0.4494
H -0.80 2.77 -0.75  -0.0782
H -2.35 2.75 -1.96  -0.1029
H -1.57 -3.94 1.97  0.3979
H -3.07 -3.31 1.04  -0.0266
H -1.03 -4.44 -1.05  0.2250
H -1.06 -5.62 0.42  0.3443
H -3.95 -5.25 0.23  0.3063
H -2.96 -6.69 -0.49  0.3353
H -3.56 -6.27 -3.76  0.2476
H -2.00 -5.21 -3.47  0.2165
H -2.22 -6.83 -2.53  0.3193
C 6.10 3.73 -0.89  0.7421
O 5.42 4.71 -1.13  -0.6714
N 5.57 2.51 -0.68  -0.2996
N 7.45 3.77 -0.81  -0.3926
H 6.11 1.69 -0.48  0.1368
H 4.56 2.43 -0.72  0.1307
H 7.89 4.66 -0.97  0.2470
H 8.02 2.97 -0.62  0.1543
C 5.50 6.73 2.45  0.5127
O 5.48 6.92 3.65  -0.6682
N 5.13 7.67 1.56  -0.3440
N 5.90 5.57 1.90  -0.2806
H 5.15 7.54 0.56  0.1838
H 4.83 8.56 1.93  0.2047
H 6.18 4.83 2.53  0.1797
H 5.92 5.40 0.90  0.1901

=====

Record 2
# C24H41FO6

A cluster of 7 separate species, C24H41FO6 in total (wB97M-V/def2-TZVPD, OMol25).

The value obtained for the energy is -1490.29816 hartree. For the molar mass, the calculation gives 444.58 g mol⁻¹. The calculation puts the energy relative to the best compared isomer or geometry (same formula, charge and spin) at 48.5 kcal per mole. For the HOMO-LUMO gap, the calculation gives 9.29 eV. Its total charge is 0. For the LUMO energy, the calculation gives -0.0015 hartree.

Last column: Mulliken charge in e.
Geometry (Å):
F -2.40 -1.39 -3.16  -0.3018
C -3.50 -1.90 -2.62  0.4923
C -4.25 -2.79 -3.37  -0.4761
C -5.35 -3.37 -2.77  -0.2728
C -5.75 -3.03 -1.46  -0.5413
C -4.92 -2.15 -0.70  -0.4312
C -3.83 -1.56 -1.30  -0.4721
H -3.96 -3.12 -4.35  0.3885
H -5.83 -4.12 -3.39  0.3471
H -6.65 -3.44 -1.02  0.3721
H -5.19 -1.93 0.32  0.4267
H -3.16 -0.83 -0.88  0.4671
C 4.77 3.38 3.10  -0.9378
C 5.67 2.23 3.40  0.8237
O 6.65 2.40 4.15  -0.5830
C 5.34 0.84 2.82  -0.9786
H 5.24 4.31 3.43  0.3236
H 3.87 3.27 3.70  0.2418
H 4.41 3.32 2.07  0.2456
H 4.86 0.98 1.85  0.2901
H 4.62 0.32 3.44  0.2567
H 6.30 0.31 2.88  0.3195
C -5.92 2.53 0.57  -1.0409
C -5.93 3.97 0.96  0.8801
O -5.91 4.88 0.13  -0.5829
C -5.68 4.23 2.35  -1.0402
H -5.59 2.46 -0.47  0.3305
H -6.94 2.13 0.59  0.2992
H -5.32 1.89 1.21  0.2796
H -6.59 3.95 2.86  0.3053
H -5.54 5.29 2.53  0.3181
H -4.88 3.66 2.83  0.2529
C 0.65 0.18 1.54  -0.8980
C -0.32 0.47 2.72  0.7334
O -0.67 -0.40 3.47  -0.5564
C -0.78 1.96 2.81  -0.8993
H 0.27 0.74 0.69  0.2897
H 0.83 -0.87 1.31  0.2923
H 1.61 0.62 1.80  0.2089
H -1.83 1.77 3.03  0.2299
H -0.76 2.45 1.84  0.2989
H -0.13 2.42 3.55  0.3017
C 3.57 -1.84 -3.49  -1.0322
C 4.89 -1.17 -3.13  0.7512
O 5.54 -1.34 -2.07  -0.5826
C 5.39 -0.23 -4.19  -0.8702
H 2.93 -1.29 -4.18  0.3318
H 3.10 -2.11 -2.54  0.3197
H 3.81 -2.79 -3.97  0.2906
H 4.90 0.72 -3.98  0.1431
H 5.14 -0.58 -5.19  0.3295
H 6.46 -0.02 -4.17  0.3194
C 2.75 4.72 -3.83  -0.8500
C 2.89 4.56 -2.30  0.7191
O 3.88 4.02 -1.84  -0.5494
C 1.73 5.15 -1.45  -1.1070
H 1.66 4.75 -3.89  0.3314
H 3.26 3.87 -4.28  0.2204
H 3.20 5.68 -4.09  0.2655
H 1.99 5.33 -0.41  0.3240
H 0.94 4.40 -1.39  0.2997
H 1.29 6.07 -1.84  0.3436
C -0.29 -8.51 2.58  -0.9882
C -0.78 -7.63 1.45  0.7310
O -0.98 -8.06 0.31  -0.5593
C -1.02 -6.13 1.73  -0.9697
H 0.79 -8.51 2.48  0.2694
H -0.63 -9.53 2.39  0.3175
H -0.55 -8.25 3.61  0.3181
H -1.68 -5.83 0.92  0.2949
H -0.14 -5.51 1.62  0.2705
H -1.54 -5.95 2.68  0.3155

=====

Record 3
# C24H41N2O3S

A cluster of 3 separate species, C24H41N2O3S in total (wB97M-V/def2-TZVPD, OMol25).

The value obtained for the energy is -1672.16994 hartree. For the molar mass, the calculation gives 437.67 g mol⁻¹. For the HOMO-LUMO gap, the calculation gives 7.46 eV. Its total charge is +1. For the LUMO energy, the calculation gives -0.1097 hartree.

Last column: Mulliken charge in e.
Geometry (Å):
C -4.79 3.07 4.61  0.2733
C -5.37 2.59 3.69  -0.4803
C -6.02 1.98 2.53  -0.7913
S -4.86 1.66 1.16  0.2018
C -3.38 2.66 1.46  -0.9081
C -2.30 2.20 0.49  -0.4443
C -1.13 3.19 0.46  -1.0835
C 0.22 2.54 0.18  -0.7816
C 0.23 1.48 -0.92  -0.7760
C 1.52 0.64 -0.89  -0.6999
C 1.25 -0.83 -1.20  -0.1885
C 2.51 -1.59 -1.56  -0.7674
O 2.36 -3.00 -1.53  -0.3070
C 1.52 -3.51 -2.54  -0.8672
C -5.57 2.42 -0.27  0.4691
C -5.28 1.81 -1.48  -0.2978
C -5.76 2.37 -2.65  -0.6426
C -6.54 3.52 -2.60  -0.4864
C -6.85 4.10 -1.38  -0.7383
C -6.37 3.57 -0.20  -0.1815
H -4.27 3.50 5.43  0.4038
H -6.84 2.61 2.19  0.3839
H -6.44 1.02 2.82  0.4371
H -3.06 2.48 2.48  0.6457
H -3.66 3.70 1.29  0.5095
H -2.67 2.05 -0.53  0.3619
H -1.93 1.23 0.83  0.3780
H -1.34 3.97 -0.27  0.4213
H -1.09 3.71 1.43  0.4479
H 0.91 3.33 -0.13  0.3545
H 0.63 2.13 1.10  0.3415
H 0.15 1.95 -1.90  0.3625
H -0.61 0.79 -0.84  0.4080
H 2.25 1.03 -1.60  0.5889
H 1.93 0.71 0.12  0.2265
H 0.55 -0.86 -2.04  0.4785
H 0.74 -1.31 -0.36  0.0845
H 3.26 -1.37 -0.79  0.3732
H 2.92 -1.26 -2.52  0.2249
H 0.67 -4.02 -2.09  0.2392
H 1.15 -2.74 -3.22  0.3876
H 2.06 -4.25 -3.14  0.2876
H -4.69 0.91 -1.50  0.4804
H -5.54 1.89 -3.60  0.4211
H -6.91 3.94 -3.52  0.4050
H -7.46 4.99 -1.34  0.4040
H -6.59 4.03 0.75  0.3995
C 1.61 -0.71 2.48  0.0716
O 0.58 -0.16 2.11  -0.6061
N 1.69 -1.97 2.92  0.1622
C 2.95 -2.57 3.33  -0.9709
C 0.47 -2.76 2.99  -0.9752
H 2.58 -0.19 2.46  0.3466
H 3.17 -3.44 2.71  0.3628
H 2.90 -2.88 4.37  0.3639
H 3.75 -1.84 3.21  0.3180
H 0.02 -2.85 2.00  0.2689
H -0.25 -2.29 3.65  0.3033
H 0.71 -3.75 3.36  0.4081
C 7.76 -3.22 -0.78  0.1107
O 7.56 -3.44 0.40  -0.5812
N 6.81 -3.29 -1.74  0.1811
C 7.10 -3.01 -3.13  -0.8639
C 5.46 -3.66 -1.34  -0.9235
H 8.75 -2.94 -1.17  0.2604
H 6.49 -2.17 -3.49  0.2985
H 6.88 -3.88 -3.75  0.3153
H 8.15 -2.75 -3.25  0.3062
H 5.08 -2.95 -0.61  0.1645
H 5.46 -4.65 -0.89  0.3122
H 4.81 -3.66 -2.21  0.4075

=====

Record 4
# C24H41N5O2

A cluster of 6 separate species, C24H41N5O2 in total (wB97M-V/def2-TZVPD, OMol25).

The value obtained for the energy is -1363.26396 hartree. For the molar mass, the calculation gives 431.62 g mol⁻¹. For the HOMO-LUMO gap, the calculation gives 10.68 eV. Its total charge is 0. For the LUMO energy, the calculation gives 0.0178 hartree.

Last column: Mulliken charge in e.
Geometry (Å):
O -3.90 1.61 4.30  -0.6092
C -2.71 1.94 4.45  0.2279
O -2.30 2.38 5.70  -0.3503
C -0.92 2.68 5.64  -0.5244
C -0.57 2.82 4.15  -0.1668
C -1.62 1.92 3.44  0.1322
H -0.43 1.90 6.14  0.3071
H -0.93 3.60 6.18  0.2943
H 0.46 2.51 3.95  -0.1280
H -0.72 3.87 3.90  0.3778
H -1.26 0.92 3.45  0.1928
H -1.87 2.18 2.41  0.2127
C -2.18 -3.78 -5.80  -1.1729
C -2.19 -2.29 -5.43  -0.8422
C -1.50 -1.90 -4.15  0.3190
C -0.13 -2.39 -4.14  0.3068
N 0.91 -2.82 -4.07  -0.4633
H -2.82 -4.09 -6.61  0.3710
H -2.40 -4.44 -4.96  0.3047
H -1.14 -4.02 -6.09  0.3079
H -3.21 -1.93 -5.47  0.4064
H -1.77 -1.76 -6.27  0.3266
H -2.06 -2.20 -3.29  0.2714
H -1.42 -0.82 -4.07  -0.1276
C 4.63 -0.41 2.24  -1.1118
C 4.63 0.37 3.62  -0.8105
C 3.37 1.21 3.71  -0.1701
C 2.11 0.44 3.74  0.2015
N 1.08 0.00 3.64  -0.4907
H 5.39 -1.12 2.15  0.4919
H 4.68 0.26 1.38  0.2429
H 3.68 -0.95 2.18  0.3493
H 5.50 1.00 3.83  0.3652
H 4.71 -0.36 4.46  0.3322
H 3.30 1.81 2.82  0.2165
H 3.47 1.83 4.62  0.3920
C -6.35 -1.57 0.43  -1.2263
C -5.08 -0.89 1.06  -0.3626
C -4.84 0.52 0.38  -0.5293
C -4.34 0.34 -0.97  0.4525
N -3.96 0.27 -2.08  -0.4964
H -7.27 -1.36 0.97  0.3389
H -6.27 -2.64 0.42  0.3421
H -6.52 -1.18 -0.51  0.3754
H -4.15 -1.43 0.97  0.3739
H -5.19 -0.71 2.13  0.3045
H -4.22 1.16 0.99  0.1484
H -5.88 0.92 0.29  0.3112
C -0.06 1.76 -2.36  -1.3537
C -0.55 1.02 -1.12  -0.4249
C 0.52 0.91 0.04  0.5501
C 1.05 2.17 0.45  0.2459
N 1.55 3.15 0.77  -0.6256
H -0.77 1.66 -3.17  0.4294
H 0.92 1.44 -2.75  0.0629
H -0.02 2.80 -2.04  0.4833
H -0.96 0.05 -1.25  0.5116
H -1.35 1.60 -0.78  0.2037
H 1.34 0.30 -0.26  -0.3857
H 0.19 0.40 0.95  0.3073
C 4.51 -2.07 -1.30  -1.5103
C 3.68 -0.79 -1.58  0.5163
C 4.06 -0.17 -2.86  -0.5834
C 5.57 0.25 -2.90  0.1295
N 6.67 0.56 -2.78  -0.4378
H 4.27 -2.57 -0.34  0.3306
H 5.53 -1.88 -1.32  0.4730
H 4.35 -2.80 -2.10  0.3758
H 3.66 -0.06 -0.71  -0.1506
H 2.64 -1.03 -1.68  0.2408
H 3.53 0.76 -3.14  0.1732
H 3.88 -0.87 -3.60  0.4243

=====

Record 5
# C24H41NO4

An isolated molecule of C24H41NO4 (wB97M-V/def2-TZVPD, OMol25).

The value obtained for the energy is -1294.82072 hartree. For the molar mass, the calculation gives 407.59 g mol⁻¹. The calculation puts the energy relative to the best compared isomer or geometry (same formula, charge and spin) at 1.9 kcal per mole. For the HOMO-LUMO gap, the calculation gives 9.32 eV. Its total charge is 0. For the LUMO energy, the calculation gives 0.0264 hartree.

Last column: Mulliken charge in e.
Geometry (Å):
C -0.41 -0.63 4.04  -1.0135
H -0.35 -0.74 5.12  0.5059
H -0.47 -1.62 3.59  0.2663
H -1.31 -0.07 3.79  0.1491
C 0.82 0.10 3.53  -0.4473
H 1.73 -0.42 3.85  0.3511
H 0.85 1.12 3.93  0.4202
O 0.86 0.28 2.13  -0.2385
C 1.11 -0.87 1.36  -1.1827
C 2.17 -0.57 0.28  0.5771
C 2.66 -1.89 -0.33  -1.3028
C 3.94 -1.74 -1.15  -0.3541
C 4.54 -3.11 -1.49  -0.7980
O 4.92 -3.83 -0.34  -0.5105
H 5.57 -3.31 0.15  0.3178
H 3.79 -3.73 -1.98  0.3649
H 5.39 -2.98 -2.17  0.3586
H 4.68 -1.16 -0.58  0.2855
H 3.75 -1.21 -2.08  0.3470
H 2.85 -2.61 0.47  0.5611
H 1.87 -2.30 -0.96  0.2215
H 3.01 -0.10 0.81  0.6986
C 1.61 0.38 -0.78  0.0353
C 0.26 -0.12 -1.17  -1.6865
C -0.48 -0.91 -0.39  1.0737
O -0.09 -1.39 0.83  -0.4424
C -1.78 -1.45 -0.92  -0.1838
O -1.82 -1.88 -2.06  -0.6845
N -2.86 -1.40 -0.11  0.2918
C -2.88 -0.75 1.18  -1.1801
H -2.15 -1.23 1.84  0.5319
C -2.57 0.76 1.10  0.3539
H -3.04 1.24 1.97  0.6673
C -3.04 1.45 -0.18  -0.3536
H -2.53 1.01 -1.03  -0.1304
H -2.72 2.49 -0.10  0.6817
C -4.55 1.42 -0.43  -1.0993
H -5.09 1.42 0.52  0.3004
C -5.06 0.27 -1.31  -0.6615
C -5.30 -1.05 -0.58  -0.7460
C -4.09 -2.00 -0.58  -1.0418
H -4.33 -2.87 0.04  0.2538
H -3.90 -2.34 -1.60  0.4921
H -6.11 -1.59 -1.08  0.4173
H -5.63 -0.85 0.44  0.3820
H -6.01 0.59 -1.74  0.4094
H -4.37 0.11 -2.14  0.3423
H -4.82 2.35 -0.94  0.4065
H -1.50 0.91 1.19  -0.5495
H -3.87 -0.91 1.60  0.3915
H -0.13 0.15 -2.14  0.7436
H 2.25 0.33 -1.67  0.8960
C 1.60 1.86 -0.33  0.5427
C 0.73 2.73 -1.24  -0.3864
C 0.72 4.18 -0.77  -0.8860
C 2.14 4.75 -0.74  -0.8287
C 3.02 3.89 0.16  -0.7992
C 3.02 2.44 -0.32  -1.0603
H 3.43 2.40 -1.33  0.3787
H 3.67 1.85 0.33  0.3303
H 4.04 4.28 0.16  0.4217
H 2.65 3.92 1.18  0.3127
H 2.12 5.78 -0.37  0.3884
H 2.55 4.76 -1.75  0.3263
H 0.10 4.78 -1.43  0.4499
H 0.29 4.23 0.24  0.3515
H -0.29 2.35 -1.24  -0.0220
H 1.11 2.68 -2.26  0.2933
H 1.20 1.91 0.68  0.0286
H 1.49 -1.67 2.02  0.6698

=====

Record 6
# C24H42BF

An isolated molecule of C24H42BF (wB97M-V/def2-TZVPD, OMol25).

The value obtained for the energy is -1064.39645 hartree. For the molar mass, the calculation gives 360.41 g mol⁻¹. For the HOMO-LUMO gap, the calculation gives 9.69 eV. Its total charge is 0. For the LUMO energy, the calculation gives 0.0247 hartree.

Last column: Mulliken charge in e.
Geometry (Å):
C 3.57 3.67 0.25  -1.4419
C 3.70 2.16 0.09  0.0836
C 3.41 1.66 -1.33  -1.0035
C 1.94 1.89 -1.76  -0.2680
C 1.29 0.62 -2.28  -0.8245
C -0.23 0.66 -2.49  -0.3004
C -1.01 1.60 -1.57  0.5686
C -2.50 1.29 -1.57  0.3948
C -3.36 2.22 -0.71  -1.3830
C -2.75 2.69 0.62  -0.9583
C -2.64 1.53 1.64  -0.3838
C -1.21 1.20 2.12  -1.3665
C -0.83 -0.28 1.88  0.7353
C 0.66 -0.45 1.59  -0.2597
B 1.20 -1.92 1.41  -0.4367
C 0.41 -3.24 1.72  -0.7063
C -0.10 -3.87 0.42  -1.3784
C -1.34 -3.21 -0.16  0.5511
C -1.40 -2.89 -1.52  -0.2986
C -2.52 -2.26 -2.06  -0.2067
C -3.62 -1.95 -1.26  -0.5356
C -3.58 -2.30 0.09  -0.3661
C -2.45 -2.92 0.64  -0.4617
C 2.68 -2.06 0.88  1.1171
C 3.59 -1.84 2.10  -1.4408
F 2.97 -3.33 0.36  -0.4218
H 3.51 3.94 1.30  0.4017
H 2.66 4.04 -0.22  0.2982
H 4.40 4.19 -0.22  0.3648
H 3.01 1.65 0.77  -0.2098
H 4.70 1.86 0.40  0.5166
H 3.61 0.59 -1.35  0.4111
H 4.10 2.15 -2.02  0.4515
H 1.95 2.62 -2.57  0.5218
H 1.41 2.31 -0.90  0.2146
H 1.75 0.42 -3.26  0.5326
H 1.57 -0.24 -1.67  0.0203
H -0.47 0.89 -3.53  0.5704
H -0.63 -0.35 -2.33  -0.6018
H -0.84 2.63 -1.88  0.4602
H -0.60 1.52 -0.56  -0.6782
H -2.84 1.37 -2.60  0.6769
H -2.64 0.25 -1.27  -0.8170
H -3.71 3.08 -1.28  0.4357
H -4.26 1.67 -0.43  0.4220
H -3.41 3.46 1.01  0.4469
H -1.78 3.17 0.47  0.4654
H -3.10 0.66 1.18  0.0308
H -3.24 1.81 2.51  0.5968
H -1.16 1.42 3.18  0.6552
H -0.48 1.83 1.62  0.3548
H -1.12 -0.86 2.75  0.7958
H -1.40 -0.61 1.02  -0.7156
H 0.91 0.13 0.69  -0.5823
H 1.23 0.02 2.40  0.4399
H -0.38 -3.13 2.45  0.5834
H 1.13 -3.95 2.15  0.4106
H -0.30 -4.93 0.57  0.4192
H 0.68 -3.83 -0.33  0.4471
H -0.56 -3.11 -2.16  0.4080
H -2.54 -2.00 -3.11  0.3006
H -4.49 -1.46 -1.65  0.3346
H -4.42 -2.08 0.74  0.4003
H -2.47 -3.16 1.69  0.3941
H 2.93 -1.31 0.13  -0.2169
H 4.56 -2.27 1.91  0.4251
H 3.16 -2.29 3.00  0.2995
H 3.69 -0.77 2.29  0.3065

=====

Look up the total charge of the fifth one.
0